Record 1
The molecule C12H13BrO2 at a distorted geometry, computed with ωB97M-V/def2-TZVPD.

Geometry as XYZ:
```
28
Properties=species:S:1:pos:R:3
C 2.8762 -3.2240 0.1387
C 3.1819 -2.1480 -0.6928
C 1.8951 -3.0770 1.0817
C 2.4901 -0.9432 -0.6250
C 1.1458 -1.8575 1.2302
C 1.5718 -0.7044 0.4443
C -1.4156 -0.3219 -0.9320
C -1.2777 1.2536 1.1616
C 1.0140 0.5731 0.5589
C -1.5293 1.0514 -0.3759
C -0.3345 0.6398 -1.1133
C -2.4537 2.0992 -1.0558
O 0.1395 0.8429 1.5293
O 1.9279 1.6567 0.4134
Br 0.2386 1.1289 -2.7685
H 3.4805 -4.0380 0.3054
H 3.9686 -2.2607 -1.3809
H 1.7959 -3.9450 1.7189
H 2.6288 -0.1283 -1.2189
H 0.4360 -1.6258 1.9146
H -1.1323 -1.0316 -0.1644
H -1.9384 -0.8063 -1.7051
H -1.3999 2.2534 1.5279
H -2.0293 0.7417 1.8807
H -2.1096 3.0920 -0.9682
H -3.3945 1.8670 -0.6570
H -2.6924 1.8644 -2.0463
H 1.7151 2.3696 1.0109
```

Results
frontier orbital gap	8.437	eV
total charge	0
E_LUMO	0.571	eV

Here are the Mulliken charges for atoms 1 to 4, given in e:
1. C -0.52
2. C -0.57
3. C -0.52
4. C -0.82

=====

Record 2
The molecule C12H13BrS at a distorted geometry, computed with ωB97M-V/def2-TZVPD.

Geometry as XYZ:
```
27
Properties=species:S:1:pos:R:3
C -3.0847 0.7330 -1.1795
C -3.0317 0.4918 1.3028
C -1.8263 0.3865 -0.6679
C -1.8188 0.3005 0.6868
C 2.4741 -1.0321 -1.2473
C 1.6827 -1.1007 -0.1600
C 0.3218 1.4044 -0.8883
C 0.5137 1.3060 0.6487
C -0.4766 0.1294 -1.2128
C -0.3424 0.0586 1.0365
C 0.0289 -0.8456 -0.1031
C 2.3518 -1.4884 1.1959
S -4.2098 0.9806 0.0609
Br -0.7620 -2.5670 -0.0186
H -3.3790 1.0781 -2.1369
H -3.2582 0.6659 2.3053
H 3.4362 -1.4067 -1.1400
H 2.0556 -0.5557 -2.1022
H -0.2236 2.2121 -1.2373
H 1.2201 1.1977 -1.3882
H 1.5818 1.0791 0.8657
H 0.0924 2.2568 1.0144
H -0.4467 -0.0955 -2.3693
H -0.2336 -0.4053 2.0687
H 2.3512 -2.6651 1.2636
H 3.4095 -1.0331 1.4429
H 1.5733 -1.0850 1.9592
```

Results
frontier orbital gap	9.317	eV
total charge	0
SMILES	C=C(C)[C@]1(Br)[C@@H]2CC[C@H]1c1cscc12
E_LUMO	0.751	eV

Here are the Mulliken charges for atoms 1 to 4, given in e:
1. C -0.75
2. C -0.98
3. C 0.09
4. C -0.13

=====

Record 3
The molecule C12H13NO2 at a distorted geometry, computed with ωB97M-V/def2-TZVPD.

Geometry as XYZ:
```
28
Properties=species:S:1:pos:R:3
C -0.7198 1.0120 -3.4153
C 0.2562 -0.0105 -3.4872
C -1.1594 1.5828 -2.2477
C 0.7275 -0.4549 -2.2366
C -0.8766 0.9740 -1.0648
C 0.1578 -0.0034 -1.0762
C -1.4417 1.2938 0.2444
C -0.6133 0.8138 1.2590
C 0.4121 -0.7132 0.1994
C 1.9085 -0.8686 0.5341
C -0.5019 -1.9452 0.4865
C 0.2717 0.2577 3.4465
N -0.4663 1.0603 2.4958
O -0.9095 2.1248 2.9967
O -2.5207 1.8057 0.3131
H -1.0126 1.2836 -4.4289
H 0.4859 -0.2494 -4.4545
H -1.7900 2.4717 -2.2503
H 1.4578 -1.2097 -2.1146
H 2.2760 -0.3240 1.4214
H 2.5008 -0.5774 -0.2554
H 2.2740 -1.8791 0.7898
H -1.3708 -1.5870 -0.0959
H -0.6390 -2.1327 1.5809
H -0.0355 -2.8035 0.1624
H 1.0084 -0.4051 3.0364
H -0.4697 -0.3785 3.9865
H 0.7904 0.8621 4.1745
```

Results
frontier orbital gap (alpha / beta)	8.401 / 8.405	eV
total charge	0
E_LUMO (alpha / beta)	-0.375 / -0.376	eV

Here are the Mulliken charges for atoms 1 to 4, given in e:
1. C -0.22
2. C -1.03
3. C -0.86
4. C -0.36

=====

Record 4
A structure of composition C12H14AgCl3N2 at a distorted geometry, computed with ωB97M-V/def2-TZVPD.

Geometry as XYZ:
```
32
Properties=species:S:1:pos:R:3
Ag 0.6398 -5.0699 -3.0836
C -3.6074 3.4925 2.5937
N -2.5936 2.6386 1.9404
C -2.9136 1.3028 1.7374
C -1.9041 0.4586 1.1320
C -0.6909 1.0211 0.7068
C -0.5128 2.4030 0.9372
C -1.4069 3.1482 1.5760
C 0.4421 0.2701 0.0816
C 1.7634 0.6313 0.3705
C 2.8321 -0.0964 -0.2053
N 2.5203 -1.2449 -0.8978
C 1.2035 -1.5853 -1.1464
C 0.1566 -0.9211 -0.5471
C 3.7448 -2.0030 -1.3804
H -3.7130 3.2590 3.6532
H -4.5232 3.2346 2.0619
H -3.2873 4.5169 2.4034
H -3.8439 0.9554 2.1620
H -2.1233 -0.5912 1.0037
H 0.4207 2.8043 0.5712
H -1.1239 4.0782 2.0464
H 2.0104 1.5139 0.9419
H 3.8668 0.2134 -0.2062
H 1.1000 -2.5048 -1.7033
H -0.8345 -1.3400 -0.6405
H 4.5869 -1.3987 -1.7178
H 3.4243 -2.5147 -2.2879
H 3.8942 -2.8300 -0.6863
Cl 0.3399 -7.3224 -4.6666
Cl -1.6278 -3.7054 -2.1383
Cl 1.7603 -2.8143 -4.6117
```

Results
frontier orbital gap (alpha / beta)	4.674 / 4.165	eV
total charge	+1
⟨S²⟩	0.755
2S+1	2
E_LUMO (alpha / beta)	-5.601 / -5.964	eV

Here are the Mulliken charges for atoms 1 to 4, given in e:
1. Ag 0.54
2. C -0.94
3. N 0.00
4. C -0.26